Record 1
Computed, not measured: a molecular structure, C33H32IN5O2Pt in a non-equilibrium geometry, with wB97M-V/def2-TZVPD.

Lowest unoccupied orbital energy (spin up / spin down), eV: -6.161 / -7.026
HOMO-LUMO gap (spin up / spin down), eV: 7.73 / 6.89
HOMO (spin up / spin down), eV: -13.9 / -13.9
Max |F|, eV/A: 1.7
E_tot, eV: -57619.212
<S²>: 2.01

ORCA input file:
```
! wB97M-V def2-TZVPD RIJCOSX def2/J DEFGRID3
* xyz 2 3
Pt -1.1275 0.0720 0.4397
C -4.1102 -0.0127 -3.1399
O -4.4363 1.0235 -2.2062
C -3.5294 0.9856 -1.2554
N -2.5761 0.1291 -1.3734
C -2.7476 -0.5745 -2.6288
C -1.6329 -0.3191 -3.6188
C -0.7880 0.7770 -3.5021
C 0.1791 1.0142 -4.4654
C 0.2983 0.1675 -5.5555
C -0.5424 -0.9289 -5.6732
C -1.5018 -1.1748 -4.7078
C -3.6364 1.8357 -0.0714
C -4.7293 2.6464 0.2217
C -4.7453 3.3175 1.4383
C -3.6909 3.1573 2.3273
C -2.6359 2.3309 1.9511
N -2.6126 1.7060 0.7720
C -1.5028 1.9905 2.8064
N -0.7839 0.9526 2.5496
C 0.2707 0.8716 3.5430
C -0.0502 2.0803 4.4705
O -1.1987 2.6924 3.8744
C 1.6499 0.9665 2.9309
C 2.7354 0.4278 3.6124
C 4.0164 0.5960 3.1190
C 4.2261 1.3152 1.9534
C 3.1452 1.8303 1.2576
C 1.8589 1.6525 1.7397
H -4.0410 0.4266 -4.1367
H -4.9150 -0.7515 -3.1234
H -2.8035 -1.6498 -2.4311
H -0.8869 1.4543 -2.6648
H 0.8215 1.8762 -4.3767
H 1.0408 0.3576 -6.3146
H -0.4590 -1.5827 -6.5270
H -2.1649 -2.0217 -4.8082
H -5.5408 2.7269 -0.4841
H -5.5855 3.9425 1.6982
H -3.6773 3.6395 3.2929
H 0.1749 -0.0731 4.0908
H 0.7578 2.8144 4.4970
H -0.3086 1.7860 5.4890
H 2.5836 -0.0994 4.5426
H 4.8551 0.1849 3.6580
H 5.2330 1.4796 1.6028
H 3.3008 2.4000 0.3532
H 1.0219 2.0804 1.1986
I -3.3366 -1.7899 1.6014
C -1.4204 -2.3341 2.3160
C -1.2642 -3.1288 3.4364
C 0.0318 -3.4024 3.8469
C 1.0974 -2.9182 3.1029
C 0.8322 -2.1449 1.9862
N -0.4072 -1.8430 1.6154
H -2.1211 -3.5125 3.9666
H 0.1995 -3.9876 4.7377
H 2.1161 -3.1316 3.3823
H 1.6281 -1.7471 1.3724
C 2.7294 -0.9922 -3.2809
C 2.7275 -1.3079 -1.7786
C 3.8965 -0.6003 -1.0766
C 2.7939 -2.8238 -1.5301
C 1.5041 -0.8115 -1.2153
N 0.5303 -0.4113 -0.7502
H 3.6387 -1.3841 -3.7287
H 2.7033 0.0815 -3.4452
H 1.8706 -1.4397 -3.7745
H 4.8329 -0.9862 -1.4707
H 3.8741 -0.7756 -0.0037
H 3.8621 0.4707 -1.2538
H 3.7053 -3.2101 -1.9783
H 1.9480 -3.3397 -1.9770
H 2.8186 -3.0487 -0.4660
*
```

Record 2
Computed, not measured: 2 unconnected molecules or ions with the total composition C4H6N2, with wB97M-V/def2-TZVPD.

Energy relative to the best compared isomer or geometry (same formula, charge and spin), kJ/mol: 510.0
Lowest unoccupied orbital energy, eV: 1.013
HOMO-LUMO gap, eV: 9.98
HOMO, eV: -9.0
Max |F|, eV/A: 0.7
E_tot, eV: -7220.305

ORCA input file:
```
! wB97M-V def2-TZVPD RIJCOSX def2/J DEFGRID3
* xyz 0 1
C -2.0010 -0.4117 0.0164
C -0.6563 -0.9740 -0.1111
C 0.3843 -1.5708 -0.2225
N 2.5376 0.2423 0.1890
N 1.6261 1.0834 0.1874
C 0.6010 1.6771 0.2800
H -2.1052 0.5463 -0.5015
H -2.7216 -1.1170 -0.4082
H -2.2573 -0.2558 1.0694
H 1.3099 -2.0937 -0.2921
H 2.9404 0.1869 -0.7488
H 0.3420 2.6868 0.5419
*
```

Record 3
Computed, not measured: 2 unconnected molecules or ions with the total composition C5H6BNO8 in a non-equilibrium geometry, with wB97M-V/def2-TZVPD.

Energy relative to the best compared isomer or geometry (same formula, charge and spin), kJ/mol: 2.5
Lowest unoccupied orbital energy, eV: 5.455
HOMO-LUMO gap, eV: 7.34
HOMO, eV: -1.9
Max |F|, eV/A: 4.3
E_tot, eV: -23830.382

ORCA input file:
```
! wB97M-V def2-TZVPD RIJCOSX def2/J DEFGRID3
* xyz -2 1
B 0.0449 0.9662 0.3117
C 2.7232 -1.2335 -3.0437
C -3.5848 1.1669 3.1103
C 1.4700 0.8123 -0.5226
C 2.3282 -1.5147 -1.4657
C 1.2866 -0.6990 -0.8830
N 0.1262 -1.1706 -0.5344
O 2.9361 -0.0681 -3.3710
O -3.5681 0.9244 4.2932
O -0.7319 -0.1945 0.0563
O 2.8021 -2.2332 -3.7356
O -2.6992 1.5266 2.3040
O -0.2562 -2.3509 -0.3803
O -4.8381 0.8491 2.4114
O -0.4857 2.1077 0.8005
H 2.4174 1.0157 -0.0623
H 1.2618 1.4860 -1.3262
H 1.9914 -2.4500 -1.5043
H 3.3145 -1.4183 -0.8968
H -5.1758 0.4473 3.2432
H -1.3625 2.0305 1.1952
*
```

Record 4
Computed, not measured: 2 unconnected molecules or ions with the total composition C3H4O4 in a non-equilibrium geometry, with wB97M-V/def2-TZVPD.

Energy relative to the best compared isomer or geometry (same formula, charge and spin), kJ/mol: 0.0
Lowest unoccupied orbital energy (spin up / spin down), eV: 0.420 / -2.078
HOMO-LUMO gap (spin up / spin down), eV: 5.93 / 8.92
HOMO (spin up / spin down), eV: -5.5 / -11.0
Max |F|, eV/A: 5.2
E_tot, eV: -11361.265
<S²>: 2.01

ORCA input file:
```
! wB97M-V def2-TZVPD RIJCOSX def2/J DEFGRID3
* xyz 0 3
C 2.1197 0.3824 0.1213
C -1.8249 -0.1492 -0.6471
C 2.4888 -0.0161 1.2844
O -0.9791 -0.7458 -0.0233
O 1.8590 0.8619 -0.9010
O -1.9320 0.0121 -1.9982
O -2.8349 0.4316 -0.0935
H 2.0082 0.2859 2.2421
H -1.2520 -0.5264 -2.4985
H 3.2163 -0.7776 1.5598
H -2.8690 0.2412 0.9538
*
```

Record 5
Computed, not measured: a molecular structure, C4H16BCl2CoN4O16 in a non-equilibrium geometry, with wB97M-V/def2-TZVPD.

Energy relative to the best compared isomer or geometry (same formula, charge and spin), kJ/mol: 271.6
Lowest unoccupied orbital energy (spin up / spin down), eV: 1.279 / 1.239
HOMO-LUMO gap (spin up / spin down), eV: 7.68 / 7.63
HOMO (spin up / spin down), eV: -6.4 / -6.4
Max |F|, eV/A: 5.0
E_tot, eV: -106448.517
<S²>: 3.76

ORCA input file:
```
! wB97M-V def2-TZVPD RIJCOSX def2/J DEFGRID3
* xyz -1 4
Co 0.5430 -0.4085 0.0589
Cl -0.9553 -2.3412 -2.9541
O -0.5469 -3.7088 -2.9005
O -0.5574 -1.8117 -1.6320
O -0.1886 -1.6664 -3.9475
O -2.3793 -2.2078 -3.1350
Cl 4.0236 -0.3652 1.7176
O 4.8525 0.7129 1.3008
O 2.8957 -0.3665 0.8023
O 4.6668 -1.6719 1.6544
O 3.4535 -0.0741 2.9956
B 0.3588 -2.1757 1.4611
H 0.7829 -2.1429 0.4694
H -0.1067 -1.2154 1.6201
H -0.4139 -2.9288 1.4666
H 1.1143 -2.3039 2.2208
C -4.1913 -1.9354 0.5878
N -3.5589 -0.6134 0.4329
O -2.3374 -0.4675 0.5683
O -4.2687 0.3377 0.1391
H -5.1943 -1.9741 1.0126
H -3.4796 -2.5270 1.1637
H -4.3170 -2.3062 -0.4294
C 3.7767 0.5523 -2.6738
N 2.2741 0.5847 -2.7499
O 1.7308 0.9628 -3.8017
O 1.6972 0.2493 -1.7096
H 3.9374 -0.3762 -3.2217
H 4.0109 0.3985 -1.6204
H 4.3672 1.4072 -3.0033
C -2.1713 2.7911 -0.6429
N -1.6370 1.8376 -1.6257
O -0.7952 1.0569 -1.1440
O -1.9948 1.7752 -2.7933
H -2.5166 2.2662 0.2477
H -3.0032 3.1945 -1.2203
H -1.4845 3.5959 -0.3809
C 0.5669 2.1825 3.6591
N -0.2151 1.7351 2.4451
O -1.2815 2.2554 2.2332
O 0.3212 0.9483 1.6321
H -0.1566 2.5459 4.3889
H 1.2919 2.8945 3.2647
H 1.0855 1.3042 4.0433
*
```

Record 6
Computed, not measured: a single C4H2ClN3 molecule in a non-equilibrium geometry, with wB97M-V/def2-TZVPD.

Energy relative to the best compared isomer or geometry (same formula, charge and spin), kJ/mol: 198.5
Lowest unoccupied orbital energy, eV: -0.995
HOMO-LUMO gap, eV: 10.33
HOMO, eV: -11.3
Max |F|, eV/A: 4.7
E_tot, eV: -21169.602

ORCA input file:
```
! wB97M-V def2-TZVPD RIJCOSX def2/J DEFGRID3
* xyz 0 1
C -0.0535 1.0152 -1.2542
C -1.4861 1.0813 1.0707
C 0.9593 0.3751 -0.5902
C -0.2619 -1.0667 0.7797
N -0.9067 1.5659 -1.7762
N -1.0966 -0.0154 1.0314
N 0.9810 -0.6478 0.1284
Cl 2.6134 1.0145 -1.1880
H -0.0546 -1.6640 1.6897
H -0.6944 -1.6581 0.1088
*
```